The following is a quantum chemistry calculation of C16H22N4O2S as an isolated structure, from the OMol25 dataset.

Geometry as XYZ:
```
45
Properties=species:S:1:pos:R:3:lowdin_charge:R:1
C -1.451 1.016 -4.382 -0.084
C -1.030 -0.070 -3.402 -0.179
C 0.427 0.060 -2.890 -0.404
C 1.451 -0.047 -4.024 -0.014
C 0.588 1.352 -2.210 -0.183
N 0.714 2.353 -1.658 0.200
C 0.644 -1.103 -1.895 -0.454
O 1.007 -2.189 -2.305 0.083
N 0.331 -0.855 -0.607 0.097
C 0.482 -1.873 0.421 -0.148
C 1.832 -1.782 1.075 -0.070
C 2.098 -1.820 2.374 -0.104
C 1.108 -2.021 3.482 -0.179
N 1.287 -1.082 4.602 0.063
C 0.642 0.140 4.621 -0.520
O 0.013 0.516 5.586 0.072
C 0.738 1.001 3.371 -0.090
C -0.532 1.007 2.567 -0.493
C -0.768 1.659 1.388 -0.105
C -2.089 1.407 0.918 -0.470
C -2.685 2.007 -0.317 -0.031
N -2.810 0.607 1.669 -0.257
S -1.950 0.160 2.995 1.051
H -2.500 0.890 -4.649 0.079
H -1.336 2.011 -3.946 0.075
H -0.871 0.980 -5.304 0.072
H -1.698 -0.068 -2.537 0.112
H -1.106 -1.057 -3.863 0.129
H 2.465 -0.009 -3.631 0.099
H 1.315 -1.000 -4.530 0.095
H 1.324 0.769 -4.733 0.087
H 0.119 0.084 -0.306 0.099
H -0.332 -1.755 1.136 0.100
H 0.367 -2.840 -0.070 0.129
H 2.658 -1.675 0.378 0.114
H 3.130 -1.730 2.700 0.111
H 0.080 -2.001 3.115 0.088
H 1.266 -3.016 3.903 0.129
H 1.138 -1.527 5.499 0.134
H 0.944 2.014 3.718 0.136
H 1.565 0.683 2.736 0.113
H -0.054 2.295 0.880 0.105
H -1.939 2.113 -1.104 0.046
H -3.511 1.392 -0.670 0.080
H -3.072 3.005 -0.100 0.087
```

The total charge is 0. The calculation puts the strongest force on any atom at 0.4 eV/A. The spin multiplicity is 1. The calculation puts the relative energy (zero: lowest compared OMol25 entry of this formula, charge and spin) at 109.81 kJ/mol. For the frontier orbital gap, the calculation gives 0.372 Ha.